ORCA calculation (wB97M-V/def2-TZVPD) on C73H161N8O3 as an isolated structure.

The geometry in ORCA input format:
```
! RIJCOSX wB97M-V def2-TZVPD def2/J DEFGRID3
* xyz 7 1
C -3.462 -1.407 1.312
C -4.845 -1.574 0.669
C -5.827 -2.099 1.757
N -7.346 -2.194 1.498
C -7.524 -3.130 0.231
C -8.995 -3.449 0.000
C -9.816 -3.921 1.212
C -9.550 -2.967 2.384
C -8.083 -2.741 2.744
C -7.870 -0.788 1.287
H -3.165 -2.249 1.937
H -3.553 -0.588 2.026
H -2.678 -1.072 0.632
H -4.877 -2.299 -0.145
H -5.259 -0.607 0.382
H -5.757 -1.503 2.667
H -5.508 -3.101 2.045
H -6.808 -3.939 0.380
H -7.252 -2.605 -0.684
H -8.900 -4.263 -0.719
H -9.463 -2.646 -0.568
H -9.549 -4.959 1.407
H -10.853 -4.084 0.921
H -10.106 -3.307 3.258
H -9.977 -1.975 2.232
H -7.631 -3.704 2.981
H -7.940 -2.097 3.611
H -7.757 -0.276 2.243
H -8.928 -0.819 1.029
H -7.311 -0.299 0.489
C 1.699 -3.114 -1.155
C 2.577 -3.370 -2.429
C 3.795 -4.175 -2.097
N 4.851 -4.470 -3.286
C 5.214 -3.089 -3.880
C 6.347 -3.276 -4.887
C 7.607 -3.902 -4.314
C 7.277 -5.224 -3.675
C 6.098 -5.078 -2.589
C 4.242 -5.450 -4.272
H 0.720 -2.668 -1.331
H 2.178 -2.396 -0.489
H 1.582 -4.051 -0.611
H 2.756 -2.393 -2.879
H 2.017 -3.918 -3.187
H 3.598 -5.156 -1.664
H 4.333 -3.600 -1.343
H 5.390 -2.463 -3.006
H 4.321 -2.978 -4.495
H 6.564 -2.265 -5.229
H 5.984 -3.736 -5.806
H 8.088 -3.211 -3.622
H 8.294 -4.004 -5.154
H 8.143 -5.552 -3.100
H 7.259 -6.131 -4.280
H 6.357 -4.467 -1.725
H 6.027 -6.067 -2.137
H 4.939 -5.860 -5.004
H 3.442 -4.971 -4.837
H 3.847 -6.251 -3.648
C 1.357 7.114 1.059
C 0.985 6.497 2.428
C 0.156 5.220 2.240
N -0.624 4.684 3.567
C -1.761 5.610 4.053
C -2.577 4.963 5.174
C -3.194 3.605 4.809
C -2.174 2.597 4.229
C -1.208 3.261 3.175
C 0.465 4.549 4.647
H 1.741 8.131 1.146
H 0.424 7.084 0.497
H 2.147 6.627 0.487
H 0.338 7.187 2.968
H 1.882 6.455 3.047
H 0.819 4.432 1.883
H -0.642 5.320 1.505
H -2.322 5.923 3.173
H -1.320 6.512 4.477
H -3.291 5.703 5.535
H -2.056 4.885 6.128
H -3.901 3.810 4.005
H -3.695 3.063 5.612
H -2.743 1.772 3.801
H -1.600 2.136 5.033
H -1.729 3.509 2.251
H -0.341 2.653 2.916
H 1.166 3.853 4.186
H 0.000 4.129 5.538
H 0.815 5.568 4.817
C 1.262 -6.891 7.326
C 1.664 -5.557 6.740
C 0.344 -4.857 6.418
N 0.432 -3.496 5.710
C 1.317 -3.551 4.392
C 1.255 -2.276 3.541
C -0.159 -1.842 3.251
C -1.027 -1.844 4.469
C -1.035 -3.083 5.370
C 1.071 -2.487 6.612
H 2.131 -7.547 7.373
H 0.391 -7.271 6.791
H 0.986 -6.755 8.371
H 2.294 -5.702 5.862
H 2.356 -5.096 7.445
H -0.243 -4.710 7.324
H -0.248 -5.414 5.691
H 0.680 -4.271 3.878
H 2.265 -3.915 4.788
H 1.831 -2.648 2.694
H 1.870 -1.549 4.071
H -0.489 -2.620 2.562
H -0.160 -0.819 2.877
H -2.072 -1.864 4.158
H -0.913 -0.954 5.088
H -1.529 -3.870 4.800
H -1.606 -2.945 6.287
H 0.854 -1.505 6.193
H 2.147 -2.657 6.642
H 0.720 -2.633 7.634
C -0.105 -0.961 -3.812
C -0.610 -0.689 -5.230
C -0.169 -1.780 -6.308
N -0.601 -1.567 -7.807
C 0.223 -2.709 -8.576
C -0.145 -2.827 -10.084
C -1.622 -3.015 -10.289
C -2.412 -1.885 -9.579
C -2.172 -1.753 -8.066
C -0.188 -0.168 -8.191
H -0.406 -0.084 -3.239
H 0.982 -0.977 -3.887
H -0.444 -1.859 -3.296
H -0.326 0.272 -5.659
H -1.697 -0.637 -5.297
H -0.519 -2.779 -6.049
H 0.921 -1.810 -6.307
H 0.014 -3.660 -8.086
H 1.285 -2.573 -8.372
H 0.380 -3.635 -10.594
H 0.172 -1.921 -10.600
H -1.976 -4.013 -10.031
H -1.891 -3.002 -11.345
H -3.469 -2.114 -9.716
H -2.358 -0.918 -10.079
H -2.518 -2.651 -7.554
H -2.684 -0.880 -7.661
H -0.280 -0.069 -9.272
H 0.815 0.020 -7.808
H -0.908 0.483 -7.695
C -3.601 6.416 -2.728
C -4.276 5.033 -2.529
C -3.738 4.361 -1.247
N -4.782 3.380 -0.693
C -4.241 2.981 0.714
C -5.127 2.171 1.645
C -6.445 2.919 1.835
C -7.058 3.264 0.463
C -6.147 4.062 -0.406
C -4.915 2.104 -1.591
H -4.054 6.937 -3.571
H -2.567 6.316 -3.061
H -3.643 7.040 -1.835
H -4.202 4.333 -3.360
H -5.331 5.300 -2.590
H -3.607 5.129 -0.485
H -2.835 3.751 -1.276
H -3.953 3.908 1.210
H -3.302 2.455 0.543
H -4.583 1.991 2.572
H -5.320 1.152 1.310
H -6.291 3.847 2.386
H -7.017 2.357 2.574
H -7.955 3.881 0.515
H -7.398 2.320 0.036
H -5.968 5.117 -0.197
H -6.661 4.056 -1.368
H -5.379 1.281 -1.048
H -3.906 1.713 -1.715
H -5.382 2.384 -2.536
C 0.493 5.431 -2.645
C 1.812 5.055 -2.023
C 1.940 3.543 -1.777
N 2.421 2.722 -3.038
C 3.846 3.058 -3.473
C 4.947 2.771 -2.402
C 4.928 1.383 -1.922
C 3.528 0.844 -1.533
C 2.423 1.218 -2.634
C 1.476 2.856 -4.215
H 0.569 5.531 -3.728
H 0.099 6.336 -2.184
H -0.304 4.688 -2.610
H 1.736 5.447 -1.009
H 2.694 5.494 -2.490
H 0.981 3.084 -1.540
H 2.658 3.386 -0.972
H 3.725 4.111 -3.726
H 3.968 2.439 -4.362
H 4.853 3.516 -1.611
H 5.871 3.092 -2.883
H 5.593 1.187 -1.081
H 5.354 0.729 -2.683
H 3.154 1.377 -0.659
H 3.669 -0.234 -1.460
H 1.430 0.937 -2.285
H 2.587 0.623 -3.533
H 0.502 2.615 -3.789
H 1.626 2.021 -4.900
H 1.571 3.752 -4.829
C 3.038 2.039 2.384
C 4.180 0.969 2.342
C 4.842 0.617 3.761
N 5.684 -0.648 3.788
C 7.008 -0.317 3.095
C 7.963 0.519 3.951
C 8.153 0.097 5.435
C 6.788 -0.074 6.047
C 5.904 -1.080 5.252
C 5.017 -1.848 3.079
H 2.282 1.765 3.119
H 2.567 2.095 1.402
H 3.371 3.034 2.677
H 4.943 1.385 1.685
H 3.852 0.073 1.815
H 4.053 0.481 4.500
H 5.454 1.494 3.973
H 6.850 0.106 2.102
H 7.492 -1.252 2.812
H 7.569 1.534 3.889
H 8.893 0.429 3.389
H 8.691 0.932 5.884
H 8.778 -0.791 5.530
H 6.236 0.864 6.005
H 6.797 -0.237 7.124
H 4.910 -1.279 5.651
H 6.491 -1.984 5.088
H 5.692 -2.700 3.157
H 4.900 -1.663 2.011
H 3.996 -2.026 3.416
O -0.061 1.316 0.667
C -0.650 1.040 -0.534
O -0.616 -0.173 -0.756
O -1.176 1.834 -1.243
H -0.105 0.361 0.586
*
```

Calculated total energy in a.u.: -3538.9843
HOMO in eV: -21.13
Relative energy (zero: lowest compared OMol25 entry of this formula, charge and spin) in eV: 3.723
HOMO-LUMO gap in hartree: 0.3382
E_LUMO in eV: -11.93